Record 1
Formula: C17H17N4O7SbSeW
Source: the Open Molecules 2025 dataset
Level of theory: ωB97M-V/def2-TZVPD

Atoms and positions in Å:
W 1.47228 0.39833 -0.01572
O -2.04733 -1.18155 -0.34557
C -0.98800 -0.67250 0.02607
O 0.21166 -1.21570 -0.29779
C -1.06555 0.53649 0.94248
C -2.28646 0.49254 1.70178
C -2.35307 1.48908 2.71612
C -1.39722 2.40869 3.05665
C -0.31536 2.45324 2.17445
C -0.17950 1.64862 1.01471
O 0.48253 2.12430 -0.16105
N 0.66306 3.55191 2.58812
O 1.37701 4.07257 1.71571
O 0.68887 3.89749 3.76632
N -3.63573 1.67450 3.34537
O -3.61983 2.72166 4.04143
O -4.61622 0.92657 3.24974
H -3.03889 -0.22883 1.53895
H -1.47176 3.13186 3.87848
C 1.63187 0.67755 -2.31510
H 1.16875 1.56886 -2.77117
H 1.65831 -0.16540 -3.02274
C -2.87462 -4.72949 -4.32750
Sb -2.86524 -3.19405 -2.63727
C -5.02011 -3.12153 -2.05381
C -2.43179 -1.62985 -4.09127
H -3.62490 -4.27605 -4.97484
H -3.34702 -5.59873 -3.93024
H -1.88281 -4.95682 -4.72011
H -5.67465 -3.68966 -2.73438
H -5.22084 -2.02287 -2.09406
H -5.11539 -3.49764 -1.04176
H -3.29319 -1.51015 -4.76813
H -1.61878 -2.14114 -4.67205
H -2.09269 -0.72325 -3.59032
Se 3.56646 0.95733 -2.21305
N 2.20657 0.68944 1.73706
C 3.58157 0.71846 1.83010
C 4.31490 1.21762 2.97746
C 5.69561 1.09860 2.97077
C 6.33131 0.81773 1.72649
C 5.66778 0.47505 0.55159
C 4.28494 0.58339 0.60541
N 3.42708 0.50964 -0.44625
H 3.76722 1.53921 3.84955
H 6.32620 1.08892 3.87026
H 7.38741 1.02120 1.68863
H 6.16560 0.06435 -0.33951

Output
Molar mass ... 773.90 g/mol
Max |F| ... 4.9 eV/A
Net charge ... 0
Gap between HOMO and LUMO (spin up / spin down) ... 0.198 / 0.160 Eh
E_tot ... -4112.06430 hartree
Relative energy (zero: lowest compared OMol25 entry of this formula, charge and spin) ... 2.744 eV
Highest occupied orbital energy (spin up / spin down) ... -7.51 / -7.51 eV
E_LUMO (spin up / spin down) ... -2.13 / -3.15 eV
2S+1 ... 3
Expectation value of S² ... 2.0196

---

Record 2
Formula: C17H17N9PdS5Sb
Source: the Open Molecules 2025 dataset
Level of theory: ωB97M-V/def2-TZVPD

Atoms and positions in Å:
Pd 2.11950 0.18805 0.91960
N 1.17945 2.60443 3.06842
C 0.23761 1.66461 2.99820
N -0.82592 1.77393 3.78124
C -1.73276 0.80341 3.66301
N -2.81340 0.86441 4.44060
N -1.65637 -0.24070 2.80278
C -0.57240 -0.26581 2.07219
N 0.40459 0.65492 2.10613
C -0.37089 -1.40425 1.14344
C -1.24107 -2.47115 1.09283
C -0.92118 -3.54237 0.26440
C 0.23218 -3.48691 -0.49240
C 1.03953 -2.36062 -0.40941
N 0.74052 -1.34941 0.39876
H 1.10447 3.32217 3.76787
H 1.95991 2.58370 2.43653
H -2.87703 1.58278 5.14028
H -3.47950 0.11298 4.42018
H -2.11933 -2.46453 1.72049
H -1.56146 -4.41356 0.23013
H 0.52891 -4.30215 -1.13637
H 1.94759 -2.27709 -0.98775
C -0.93427 3.61918 0.34986
N -1.14392 2.52970 -0.59696
C -2.35731 2.18986 -1.14906
C -2.13032 1.18873 -2.01612
N -0.76858 0.92029 -1.99527
C -0.16155 1.75833 -1.10372
S 1.47954 1.98219 -0.66474
C -0.15674 0.00701 -2.92550
C -0.89833 -1.06556 -3.39992
C -0.30102 -1.87992 -4.34769
C 0.99902 -1.61537 -4.74395
C 1.64214 -0.52002 -4.19146
N 1.06544 0.29447 -3.30942
H -1.89617 4.08538 0.54264
H -0.24884 4.34919 -0.07293
H -0.51263 3.23748 1.27759
H -3.26650 2.70429 -0.89490
H -2.80311 0.68020 -2.67908
H -1.89339 -1.27308 -3.03594
H -0.84424 -2.72014 -4.75965
H 1.50385 -2.23817 -5.46856
H 2.65650 -0.26749 -4.47638
S 2.79695 -1.10603 2.77432
Sb 4.79226 -2.05777 1.66439
S 4.24360 -0.04342 -0.08394
S 4.04438 1.45607 1.22355
S 3.77031 -3.79223 0.64168

Output
Molar mass ... 735.90 g/mol
Max |F| ... 0.8 eV/A
Net charge ... +1
Gap between HOMO and LUMO ... 0.205 Eh
E_tot ... -3509.84303 hartree
Relative energy (zero: lowest compared OMol25 entry of this formula, charge and spin) ... 0.000 eV
Highest occupied orbital energy ... -9.98 eV
E_LUMO ... -4.41 eV

---

Record 3
Formula: C17H18BN7O4Zn
Source: the Open Molecules 2025 dataset
Level of theory: ωB97M-V/def2-TZVPD

Atoms and positions in Å:
C -2.13382 -0.55244 -2.02028
N -0.92440 -1.07865 -1.74563
N -0.84189 -2.27236 -2.42922
C -1.95226 -2.46060 -3.16397
C -2.80869 -1.39154 -2.92960
B 0.34829 -3.23591 -2.19255
N 1.65218 -2.41511 -2.39495
N 1.90190 -1.23083 -1.71021
C 3.15424 -0.84289 -2.03419
C 3.69588 -1.75576 -2.95054
C 2.71612 -2.71356 -3.15851
Zn 0.68988 -0.10783 -0.59332
N 0.26307 -3.60114 -0.68411
N 0.27652 -2.55168 0.22594
C 0.15824 -3.08386 1.43591
C 0.07581 -4.49012 1.32804
C 0.13720 -4.77350 -0.03480
H 0.13398 -2.45581 2.30918
H 0.10883 -5.68842 -0.59398
H -0.01543 -5.19314 2.12670
H 0.28992 -4.21058 -2.87970
H 2.68677 -3.59795 -3.79492
H -2.04266 -3.33159 -3.80054
H 4.67153 -1.69454 -3.40361
H -3.77284 -1.22976 -3.36767
H 3.58879 0.04010 -1.58835
H -2.48439 0.35197 -1.55161
H 2.63981 0.59009 0.88349
C 2.30589 1.41613 0.22146
H 3.16987 1.79534 -0.34082
H 1.51831 1.30980 -0.59032
H 1.93589 2.21714 0.87362
O -0.03565 0.17274 2.33730
C -0.57890 0.99056 1.58528
O -0.77210 0.85211 0.29660
C -1.01944 2.33878 2.11477
C -1.56494 3.29383 1.22991
C -1.89152 4.57282 1.66292
C -1.66888 4.92275 3.00883
C -1.09800 3.98951 3.90437
C -0.76887 2.71370 3.45334
N -2.04603 6.22243 3.45176
O -2.55447 7.01627 2.62479
O -1.86028 6.52501 4.65187
H -1.73066 3.03699 0.18297
H -2.31726 5.30693 0.98057
H -0.93015 4.28902 4.93682
H -0.30538 1.99556 4.12699

Output
Molar mass ... 460.58 g/mol
Max |F| ... 3.9 eV/A
Net charge ... +2
Gap between HOMO and LUMO (spin up / spin down) ... 0.090 / 0.167 Eh
E_tot ... -3146.29291 hartree
Highest occupied orbital energy (spin up / spin down) ... -14.18 / -14.06 eV
E_LUMO (spin up / spin down) ... -11.74 / -9.53 eV

---

Record 4
Formula: C17H18BrF5NO7S
Source: the Open Molecules 2025 dataset
Level of theory: ωB97M-V/def2-TZVPD

Atoms and positions in Å:
C 3.22909 -1.29756 1.10584
C 2.86977 -1.90341 -0.32566
C 2.64095 -0.80249 -1.43776
O 2.27562 0.43501 -0.78148
C 0.90932 0.67802 -0.80633
C 0.50830 1.99387 -0.61902
C 1.62403 3.08358 -0.40161
C 2.18784 2.84911 1.09001
C 3.76722 2.68054 1.12246
Br 1.52695 4.24426 2.34930
C -0.98863 2.39139 -0.58339
O -1.36529 3.34439 0.06431
C -1.97312 1.46596 -1.39494
N -3.22422 2.04030 -1.87310
C -2.97712 2.61528 -2.95915
O -2.79887 2.82929 -4.08113
C -1.58571 0.15777 -1.58784
S -2.66519 -0.97397 -2.51489
O -1.85973 -2.00466 -3.18597
O -3.50431 -0.32834 -3.52398
C -3.74466 -1.86507 -1.27816
F -4.67196 -2.62508 -1.97518
F -2.99117 -2.69625 -0.47697
C -4.56158 -0.92129 -0.30300
F -3.76648 -0.32191 0.63946
F -5.30090 0.03606 -0.94067
F -5.46551 -1.73684 0.36955
C -0.23093 -0.37898 -0.97861
O -0.21240 -1.54691 -0.66906
H 3.25346 -2.15669 1.84234
H 2.46563 -0.57706 1.50214
H 4.27703 -0.86433 1.06445
H 3.79837 -2.48415 -0.63554
H 2.05109 -2.67973 -0.28157
H 3.65670 -0.62294 -1.91167
H 1.96106 -1.10555 -2.27710
H 2.44785 2.99738 -1.16188
H 1.12531 4.08855 -0.43623
H 1.77008 1.87597 1.48546
H 4.28046 3.32473 0.36169
H 3.96815 1.58561 0.92765
H 4.09078 2.87555 2.18142
C -0.80601 -2.94428 3.06108
C -0.88024 -1.43068 2.75969
O 0.32330 -0.90540 2.97798
H -0.53467 -3.13548 4.10374
H -1.78662 -3.41357 2.88513
H -0.08130 -3.44997 2.41528
H -1.73627 -1.05837 3.36807
H -1.29545 -1.36166 1.72484

Output
Molar mass ... 555.29 g/mol
Max |F| ... 4.7 eV/A
Net charge ... -1
Gap between HOMO and LUMO ... 0.126 Eh
E_tot ... -4711.39425 hartree
Highest occupied orbital energy ... -2.92 eV
E_LUMO ... 0.50 eV

---

Record 5
Formula: C17H18BrFeN4O3S2
Source: the Open Molecules 2025 dataset
Level of theory: ωB97M-V/def2-TZVPD

Atoms and positions in Å:
Fe 0.03291 -0.11460 -0.04910
C 3.46658 0.66364 -2.24450
C 2.71064 0.85352 -0.97967
O 1.91021 -0.03929 -0.57604
N 2.88339 1.94000 -0.24869
C 2.22568 2.13338 1.04124
C 0.82604 2.68726 0.93399
C 0.57867 4.00640 1.25873
C -0.70937 4.51541 1.16260
C -1.72818 3.67913 0.74526
C -1.42323 2.36662 0.44500
N -0.17436 1.87233 0.53191
H 4.04520 -0.25669 -2.15796
H 4.13010 1.49415 -2.47029
H 2.75007 0.52523 -3.05460
H 3.52169 2.64620 -0.58424
H 2.84015 2.81960 1.61844
H 2.22711 1.17861 1.57042
H 1.39427 4.63349 1.59178
H -0.90943 5.54795 1.41575
H -2.74758 4.02506 0.65570
H -2.19458 1.67268 0.14017
S 0.70309 -1.50394 1.71393
C -0.57529 -2.29016 2.55484
N -0.28575 -3.18104 3.47339
C -1.39734 -3.61384 4.33462
C -2.64421 -3.42015 3.48678
S -2.25842 -2.00944 2.38831
H 0.67664 -3.41419 3.68150
H -1.40769 -2.97181 5.21769
H -1.25744 -4.64894 4.63514
H -3.51917 -3.18711 4.08687
H -2.85114 -4.28111 2.85403
Br -3.43278 -1.63754 -6.47779
C -3.63253 -1.49787 -4.61827
C -4.86813 -1.76535 -4.02660
N -5.08769 -1.69368 -2.71678
C -4.07341 -1.34501 -1.94077
C -2.80509 -1.05857 -2.44094
C -2.57297 -1.13425 -3.81618
C -1.73509 -0.68496 -1.53521
O -0.55264 -0.40428 -1.93608
O -1.90723 -0.59428 -0.26099
H -5.71094 -2.05039 -4.64534
H -4.26621 -1.29394 -0.87566
H -1.59756 -0.92135 -4.23083

Output
Molar mass ... 526.24 g/mol
Max |F| ... 0.2 eV/A
Net charge ... +2
Gap between HOMO and LUMO (spin up / spin down) ... 0.293 / 0.215 Eh
E_tot ... -5737.03037 hartree
Relative energy (zero: lowest compared OMol25 entry of this formula, charge and spin) ... 0.024 eV
Highest occupied orbital energy (spin up / spin down) ... -13.87 / -13.87 eV
E_LUMO (spin up / spin down) ... -5.89 / -8.02 eV
2S+1 ... 6
Expectation value of S² ... 8.7597

---

> Which of these has the highest molar mass?

C17H17N4O7SbSeW

---

Please write out number 1 again, unchanged.
Formula: C17H17N4O7SbSeW
Source: the Open Molecules 2025 dataset
Level of theory: ωB97M-V/def2-TZVPD

Atoms and positions in Å:
W 1.47228 0.39833 -0.01572
O -2.04733 -1.18155 -0.34557
C -0.98800 -0.67250 0.02607
O 0.21166 -1.21570 -0.29779
C -1.06555 0.53649 0.94248
C -2.28646 0.49254 1.70178
C -2.35307 1.48908 2.71612
C -1.39722 2.40869 3.05665
C -0.31536 2.45324 2.17445
C -0.17950 1.64862 1.01471
O 0.48253 2.12430 -0.16105
N 0.66306 3.55191 2.58812
O 1.37701 4.07257 1.71571
O 0.68887 3.89749 3.76632
N -3.63573 1.67450 3.34537
O -3.61983 2.72166 4.04143
O -4.61622 0.92657 3.24974
H -3.03889 -0.22883 1.53895
H -1.47176 3.13186 3.87848
C 1.63187 0.67755 -2.31510
H 1.16875 1.56886 -2.77117
H 1.65831 -0.16540 -3.02274
C -2.87462 -4.72949 -4.32750
Sb -2.86524 -3.19405 -2.63727
C -5.02011 -3.12153 -2.05381
C -2.43179 -1.62985 -4.09127
H -3.62490 -4.27605 -4.97484
H -3.34702 -5.59873 -3.93024
H -1.88281 -4.95682 -4.72011
H -5.67465 -3.68966 -2.73438
H -5.22084 -2.02287 -2.09406
H -5.11539 -3.49764 -1.04176
H -3.29319 -1.51015 -4.76813
H -1.61878 -2.14114 -4.67205
H -2.09269 -0.72325 -3.59032
Se 3.56646 0.95733 -2.21305
N 2.20657 0.68944 1.73706
C 3.58157 0.71846 1.83010
C 4.31490 1.21762 2.97746
C 5.69561 1.09860 2.97077
C 6.33131 0.81773 1.72649
C 5.66778 0.47505 0.55159
C 4.28494 0.58339 0.60541
N 3.42708 0.50964 -0.44625
H 3.76722 1.53921 3.84955
H 6.32620 1.08892 3.87026
H 7.38741 1.02120 1.68863
H 6.16560 0.06435 -0.33951

Output
Molar mass ... 773.90 g/mol
Max |F| ... 4.9 eV/A
Net charge ... 0
Gap between HOMO and LUMO (spin up / spin down) ... 0.198 / 0.160 Eh
E_tot ... -4112.06430 hartree
Relative energy (zero: lowest compared OMol25 entry of this formula, charge and spin) ... 2.744 eV
Highest occupied orbital energy (spin up / spin down) ... -7.51 / -7.51 eV
E_LUMO (spin up / spin down) ... -2.13 / -3.15 eV
2S+1 ... 3
Expectation value of S² ... 2.0196

---

> Number 1 is which compound?

C17H17N4O7SbSeW

---

> The highest E_tot belongs to which entry?

C17H18BN7O4Zn